Computed, not measured: a molecular structure, C20H32F6N2O15S2 in a non-equilibrium geometry, with ωB97M-V/def2-TZVPD.

For the calculated total energy, the calculation gives -92921.8423 eV. For the HOMO energy, the calculation gives -8.06 eV. The max |F| is 4.95 eV Å⁻¹. The energy above the lowest of the compared OMol25 structures with the same formula, charge and spin is 39.6 kJ/mol. The net charge is 0.

Cartesian coordinates (Å):
O: -1.462 2.387 -0.738
H: -2.246 2.602 -0.176
H: -1.079 1.440 -0.791
H: -1.513 2.824 -1.646
C: -2.264 -0.529 -2.696
F: -2.172 0.560 -3.459
F: -3.037 -0.207 -1.647
F: -2.790 -1.551 -3.321
S: -0.558 -1.003 -2.135
O: -0.843 -2.302 -1.545
O: 0.280 -0.942 -3.305
N: -0.166 0.163 -0.971
S: 1.072 -0.437 -0.122
O: 1.716 -1.620 -0.647
O: 1.966 0.605 0.314
C: 0.163 -0.965 1.529
F: -0.397 0.136 2.067
F: -0.770 -1.846 1.251
F: 1.022 -1.459 2.406
C: -0.238 3.512 -3.509
O: -1.629 3.404 -3.147
C: -2.382 4.612 -3.222
C: -3.440 4.597 -2.117
N: -2.899 4.702 -0.767
C: -3.890 4.608 0.330
C: -4.331 3.116 0.480
O: -3.258 2.217 0.453
C: -3.540 0.867 0.678
H: -0.269 4.190 -4.363
H: 0.127 2.589 -3.968
H: 0.499 3.694 -2.727
H: -2.883 4.707 -4.185
H: -1.752 5.489 -3.057
H: -3.899 3.603 -2.180
H: -4.242 5.329 -2.267
H: -2.455 5.615 -0.768
H: -4.763 5.219 0.090
H: -3.430 4.963 1.246
H: -5.193 2.788 -0.108
H: -4.733 3.093 1.503
H: -4.183 0.480 -0.117
H: -4.102 0.660 1.601
H: -2.702 0.200 0.877
C: 1.301 0.378 5.269
C: 2.586 0.067 4.878
C: 3.653 0.202 5.758
C: 3.425 0.593 7.070
C: 2.112 0.847 7.509
C: 1.074 0.642 6.617
O: -0.245 0.730 7.041
O: 4.924 -0.131 5.331
H: 0.524 0.474 4.525
H: 2.799 0.131 3.815
H: 4.259 0.818 7.720
H: 1.893 1.179 8.515
H: -0.179 0.850 7.994
H: 4.857 0.014 4.379
C: 4.097 -3.776 -4.182
C: 3.897 -2.358 -3.686
O: 5.040 -1.976 -2.970
C: 5.852 -3.017 -2.809
O: 6.887 -3.065 -2.220
O: 5.341 -4.085 -3.478
H: 4.297 -4.030 -5.218
H: 3.362 -4.426 -3.708
H: 2.955 -2.154 -3.182
H: 3.890 -1.770 -4.611
C: 0.271 -5.274 0.226
C: 1.248 -5.467 -0.890
O: 0.500 -6.369 -1.734
C: -0.490 -6.929 -1.072
O: -1.191 -7.778 -1.570
O: -0.658 -6.367 0.124
H: -0.153 -4.274 0.299
H: 0.796 -5.423 1.172
H: 2.243 -5.813 -0.604
H: 1.499 -4.553 -1.431



Computed, not measured: a molecular structure, C40H70CoNO2PSb in a non-equilibrium geometry, with ωB97M-V/def2-TZVPD.

For the calculated total energy, the calculation gives -101650.6399 eV. For the HOMO energy (spin up / spin down), the calculation gives -10.13 / -10.15 eV. The max |F| is 1.86 eV Å⁻¹. The multiplicity is 2. The energy above the lowest of the compared OMol25 structures with the same formula, charge and spin is 53.9 kJ/mol. The net charge is +1.

Cartesian coordinates (Å):
Co: 1.091 0.972 0.063
C: -2.794 -3.276 -4.770
C: -2.478 -3.280 -3.272
C: -1.922 -4.665 -2.895
C: -3.792 -3.040 -2.510
C: -1.451 -2.220 -2.891
C: -1.166 -2.001 -1.565
C: -0.245 -1.008 -1.205
N: 0.162 -0.649 0.034
C: -0.024 -1.182 1.259
C: -0.593 -2.423 1.580
C: -0.760 -2.764 2.898
C: -0.341 -1.844 3.887
C: 0.281 -0.635 3.649
C: 0.489 -0.299 2.285
O: 1.095 0.767 1.865
C: 0.676 0.216 4.866
C: 1.711 -0.566 5.690
C: 1.273 1.588 4.537
C: -0.581 0.461 5.718
C: -1.384 -4.085 3.326
C: -0.369 -4.877 4.166
C: -2.642 -3.798 4.162
C: -1.795 -4.944 2.128
C: 0.383 -0.182 -2.210
O: 1.128 0.794 -1.775
C: 0.179 -0.486 -3.580
C: -0.739 -1.479 -3.862
C: 0.976 0.209 -4.684
C: 0.832 1.739 -4.623
C: 0.529 -0.246 -6.075
C: 2.458 -0.167 -4.509
H: -3.575 -4.009 -4.970
H: -1.925 -3.552 -5.371
H: -3.161 -2.301 -5.098
H: -2.624 -5.443 -3.201
H: -1.769 -4.750 -1.817
H: -0.968 -4.846 -3.393
H: -4.531 -3.781 -2.816
H: -4.191 -2.048 -2.729
H: -3.662 -3.128 -1.431
H: -1.664 -2.575 -0.799
H: -0.854 -3.110 0.791
H: -0.512 -2.120 4.920
H: 2.610 -0.750 5.099
H: 1.319 -1.529 6.021
H: 1.995 0.007 6.575
H: 2.218 1.502 4.004
H: 1.455 2.121 5.472
H: 0.587 2.181 3.933
H: -0.989 -0.466 6.123
H: -1.360 0.943 5.122
H: -0.337 1.113 6.558
H: -0.075 -4.334 5.066
H: 0.529 -5.085 3.583
H: -0.804 -5.828 4.477
H: -2.421 -3.207 5.052
H: -3.089 -4.738 4.490
H: -3.379 -3.257 3.566
H: -0.934 -5.203 1.507
H: -2.540 -4.433 1.514
H: -2.238 -5.872 2.485
H: -0.936 -1.704 -4.899
H: -0.221 2.031 -4.610
H: 1.296 2.178 -5.508
H: 1.321 2.142 -3.740
H: -0.516 0.010 -6.264
H: 0.667 -1.319 -6.213
H: 1.139 0.257 -6.826
H: 2.809 0.085 -3.509
H: 3.066 0.379 -5.234
H: 2.606 -1.236 -4.673
C: -2.630 4.173 1.129
C: -1.567 3.094 1.330
C: -2.242 1.726 1.472
P: -0.187 3.008 0.080
C: 0.971 4.425 0.453
C: 0.314 5.692 0.999
C: 2.084 3.967 1.400
C: -0.844 3.375 -1.616
C: -1.953 2.382 -1.974
C: -1.256 4.812 -1.928
H: -3.299 4.164 1.992
H: -3.239 3.974 0.247
H: -2.212 5.173 1.048
H: -1.032 3.302 2.264
H: -2.765 1.439 0.558
H: -2.978 1.762 2.278
H: -1.526 0.947 1.714
H: 1.422 4.647 -0.521
H: -0.127 5.511 1.981
H: -0.454 6.079 0.333
H: 1.074 6.467 1.116
H: 1.693 3.778 2.401
H: 2.852 4.739 1.477
H: 2.559 3.050 1.048
H: 0.028 3.138 -2.232
H: -2.886 2.629 -1.468
H: -1.681 1.356 -1.712
H: -2.147 2.412 -3.048
H: -2.099 5.141 -1.322
H: -1.566 4.865 -2.974
H: -0.433 5.513 -1.798
C: 5.564 0.392 0.870
Sb: 3.755 0.487 -0.295
C: 3.993 -1.477 -1.130
C: 4.529 1.661 -1.920
H: 6.342 -0.012 0.224
H: 5.428 -0.266 1.726
H: 5.857 1.380 1.220
H: 4.870 -1.479 -1.774
H: 3.114 -1.770 -1.702
H: 4.145 -2.181 -0.312
H: 5.056 1.004 -2.611
H: 5.224 2.401 -1.525
H: 3.720 2.166 -2.443



Computed, not measured: a molecular structure, C4H6NOP in a non-equilibrium geometry, with ωB97M-V/def2-TZVPD.

For the calculated total energy, the calculation gives -17066.2168 eV. For the HOMO energy (spin up / spin down), the calculation gives -7.55 / -7.55 eV. The max |F| is 4.04 eV Å⁻¹. The energy above the lowest of the compared OMol25 structures with the same formula, charge and spin is 415.7 kJ/mol. The net charge is 0.

Cartesian coordinates (Å):
C: -0.792 0.299 0.180
C: 0.073 1.413 0.494
C: -1.990 0.659 -0.242
C: -0.315 -1.161 0.259
N: 1.032 -1.023 0.781
O: 1.315 1.531 0.178
P: 1.935 -0.035 0.020
H: -2.792 -0.074 -0.370
H: -2.376 1.683 -0.360
H: -0.956 -1.826 0.699
H: -0.222 -1.599 -0.732
H: 1.982 -0.122 -1.422
H: 3.107 0.254 0.515